96
Properties=species:S:1:pos:R:3:forces:R:3 method="wB97M-V/def2-TZVPD" spin_multiplicity=1 homo_ev=-8.9 lumo_ev=0.3666 gap_ev=9.232
Hf 0.066 0.652 0.064 1.9504 -1.4908 0.1590
C 2.302 -0.190 3.015 1.7667 1.2859 -0.5331
C 2.369 1.079 2.078 -0.0130 -2.3248 1.2234
O 1.088 1.340 1.692 -2.0440 0.4416 -2.1026
H 1.755 0.081 3.869 -1.1476 0.4068 1.0904
H 3.303 -0.353 3.406 0.3720 -0.4564 -0.1166
H 1.878 -1.111 2.640 -0.0287 0.0069 -0.6542
H 3.022 0.892 1.232 0.3857 -0.0269 -0.3184
H 2.762 1.909 2.646 0.3347 0.3269 0.2852
C 1.572 -0.051 -3.888 0.0688 0.8855 0.2450
C 1.117 -0.917 -2.745 -1.0272 -0.3838 0.7171
O 0.967 -0.311 -1.494 0.0541 0.9538 1.0028
H 1.384 -0.615 -4.827 0.5775 0.5164 0.4648
H 2.637 0.205 -3.673 -0.6641 -0.1651 -0.7425
H 0.996 0.902 -3.914 0.2356 -0.5355 -0.1115
H 1.825 -1.739 -2.705 0.2324 -0.3982 0.2955
H 0.137 -1.352 -2.919 -0.1863 -0.3044 -0.7467
C -3.455 2.117 1.072 1.8886 0.6286 0.9661
C -2.817 2.064 -0.297 0.2893 1.6261 -1.3121
O -1.450 1.771 -0.355 -0.4276 -0.1121 0.5028
H -3.410 1.126 1.451 -0.4493 -1.1058 0.4218
H -4.439 2.489 1.003 -1.3128 0.1609 -0.1291
H -2.963 2.700 1.897 0.0154 -0.0174 -1.1450
H -2.890 3.008 -0.902 -0.4840 -0.3927 0.8289
H -3.388 1.333 -0.863 -0.0244 -0.3761 -0.1926
C -2.497 -2.294 2.058 0.1509 1.3218 -1.4268
C -1.035 -2.086 1.699 0.6477 0.7306 0.7419
O -0.744 -0.959 0.868 -0.5734 -0.2538 0.3511
H -2.714 -3.028 2.804 0.2914 -0.5111 0.5400
H -2.963 -2.603 1.127 -0.6080 -0.0396 -0.0813
H -2.914 -1.333 2.353 -0.1640 0.0146 0.1426
H -0.691 -2.965 1.213 0.4033 -0.9274 -0.7667
H -0.442 -2.049 2.616 0.0505 0.4816 0.0712
C 0.791 3.039 -1.999 -1.6700 -0.6717 1.3733
O 1.410 2.436 -1.117 -0.3348 -0.1747 0.1710
N 1.278 3.897 -2.862 -0.8004 -0.2758 -1.5121
C 0.339 4.232 -3.963 0.4699 0.9674 -0.0600
C 2.668 3.907 -3.172 1.8994 0.5158 0.8151
H -0.329 2.934 -2.082 0.9262 -0.0191 0.2152
H 0.544 5.273 -4.269 -0.0878 -0.4233 0.0551
H -0.666 4.213 -3.535 0.1374 -0.1463 -0.4601
H 0.423 3.590 -4.870 -0.0311 0.1811 0.8654
H 3.341 3.725 -2.262 -1.2542 -0.0941 -1.3387
H 2.880 3.233 -4.003 0.1510 -0.3330 0.2396
H 2.925 4.896 -3.532 0.0829 0.3260 -0.0563
C -3.388 2.739 -5.751 2.4238 1.7651 -0.7465
O -2.184 3.003 -5.545 -1.8530 0.3602 -0.1395
N -3.836 1.500 -5.622 -1.3251 -0.0015 -0.0979
C -5.218 1.120 -5.702 -0.1295 -0.8222 0.8535
C -3.016 0.562 -4.975 2.2807 -2.0606 -0.3199
H -4.077 3.542 -6.175 0.3472 -1.0970 0.6045
H -5.824 1.972 -5.814 -0.7561 1.1491 -0.8649
H -5.599 0.727 -4.732 0.5733 -0.1835 -0.4470
H -5.355 0.368 -6.481 -0.2466 0.1507 0.0487
H -3.321 0.460 -3.961 -0.1026 0.0091 1.1771
H -3.113 -0.474 -5.395 -0.0324 0.9314 -0.0347
H -1.937 0.853 -5.022 -1.1070 -0.2002 0.0401
C -1.221 1.471 4.511 0.8363 -1.2571 -0.7921
O -0.929 0.386 4.040 -0.3020 -0.2153 0.0846
N -2.398 1.773 5.053 -1.5878 1.8788 0.3809
C -3.518 0.871 5.019 -0.5572 -0.9175 -0.0455
C -2.785 3.161 5.407 0.6822 -0.7765 0.0537
H -0.463 2.243 4.499 0.1382 0.8449 0.2797
H -4.277 0.995 4.213 0.8136 0.3716 0.1214
H -4.092 0.924 5.947 0.1888 0.1666 0.1346
H -3.133 -0.136 4.945 0.0827 -0.2765 -0.1341
H -1.903 3.775 5.692 -0.6777 -0.4484 -0.2544
H -3.360 3.615 4.603 0.1748 0.2352 -0.2882
H -3.487 3.048 6.228 0.1671 0.3395 0.3915
C 5.170 -6.311 1.717 -0.5367 0.9690 -0.3076
O 5.460 -5.457 0.897 0.3172 -0.5132 0.1076
N 4.418 -5.973 2.842 0.9212 -2.2843 -1.7896
C 3.944 -7.010 3.694 -1.5941 -2.4531 -0.1691
C 4.568 -4.657 3.319 0.4083 1.8720 -0.4985
H 5.519 -7.364 1.543 -0.7183 0.4580 0.6317
H 4.189 -6.999 4.743 0.6681 0.6411 0.3710
H 4.254 -8.015 3.327 0.3632 0.7224 0.0282
H 2.836 -7.196 3.704 0.5629 0.9230 -0.2630
H 5.075 -4.781 4.245 0.1076 0.5125 1.3732
H 5.304 -4.111 2.666 -1.0900 -0.4253 0.4413
H 3.624 -4.081 3.411 0.5444 -0.3337 -0.0041
C -0.986 -3.873 -1.515 -0.0485 -0.0010 0.0971
Cl -0.909 -5.492 -0.705 -0.2334 0.8811 -0.2819
Cl -1.312 -4.082 -3.285 0.2181 0.2428 0.9207
H -1.785 -3.228 -1.081 0.5851 -0.8204 -0.3172
H -0.004 -3.406 -1.350 -0.4974 -0.1768 -0.3775
C -0.051 4.094 1.755 0.7409 0.0518 0.0289
Cl 1.094 4.723 2.964 -0.1218 0.0357 0.0637
Cl -0.975 5.371 0.982 -0.1854 0.1484 -0.1253
H 0.557 3.574 1.027 -0.1379 0.0226 -0.1215
H -0.710 3.415 2.257 -0.3128 -0.2351 0.1216
C 4.531 -2.627 -1.247 -0.4509 -0.1890 0.2218
Cl 5.624 -1.421 -0.620 0.4233 0.3926 0.4454
Cl 4.770 -2.829 -2.966 -0.0775 -0.1213 -0.7917
H 4.734 -3.591 -0.786 -0.0930 0.1767 0.2130
H 3.518 -2.259 -1.075 0.1563 -0.2610 -0.0015